Density functional theory data (ωB97M-V with the def2-TZVPD basis set) for the ion C6H9N4 with charge +1.

Calculated values
Energy above the lowest of the compared OMol25 structures with the same formula, charge and spin, kJ/mol: 101.32
Kohn-Sham gap (alpha / beta), Eh: 0.22051 / 0.31033
Lowest unoccupied orbital energy (alpha / beta), eV: -4.49 / -5.90
HOMO level (alpha / beta), Ha: -0.3854 / -0.5272

```
! RIJCOSX wB97M-V def2-TZVPD def2/J DEFGRID3
* xyz 1 3
C -0.464 -0.384 -0.374
C -3.041 0.275 -0.416
C 0.813 -0.906 -0.257
C 1.848 -0.225 0.301
C 1.811 1.118 0.855
C 3.182 -0.769 0.061
N -1.599 -0.050 -0.571
N -3.321 0.371 0.810
N -3.605 0.541 1.890
N -3.810 0.244 -1.496
H 0.829 -1.928 -0.654
H 1.942 1.245 1.946
H 0.807 1.477 0.524
H 2.539 1.675 0.270
H 3.455 -1.266 1.041
H 3.931 0.015 -0.124
H 3.284 -1.476 -0.751
H -3.929 -0.746 -1.669
H -4.675 0.788 -1.385
*
```

Density functional theory data (ωB97M-V with the def2-TZVPD basis set) for a structure of composition C45H30BBaClF17O5PS.

Calculated values
Energy above the lowest of the compared OMol25 structures with the same formula, charge and spin, kJ/mol: 293.02
Kohn-Sham gap, Eh: 0.20901
Lowest unoccupied orbital energy, eV: 3.72
HOMO level, Ha: -0.0725

```
! RIJCOSX wB97M-V def2-TZVPD def2/J DEFGRID3
* xyz -2 1
Ba -0.595 1.635 1.035
C -1.043 -3.414 -1.351
C -1.547 -2.073 -1.808
C -2.688 -1.516 -1.241
C -3.162 -0.280 -1.660
C -4.393 0.333 -1.058
C -2.487 0.387 -2.673
C -1.358 -0.158 -3.269
C -0.675 0.562 -4.391
C -0.895 -1.390 -2.825
H -1.591 -4.216 -1.853
H -1.176 -3.531 -0.277
H 0.013 -3.522 -1.583
H -3.209 -2.052 -0.457
H -5.188 0.392 -1.804
H -4.178 1.345 -0.719
H -4.750 -0.254 -0.216
H -2.844 1.355 -2.998
H -1.241 0.442 -5.317
H 0.329 0.173 -4.539
H -0.609 1.623 -4.167
H -0.001 -1.811 -3.264
Cl 2.247 -1.590 0.140
C 2.377 -3.169 0.826
C 3.197 -4.146 0.279
C 3.274 -5.391 0.881
C 2.525 -5.668 2.012
C 1.715 -4.690 2.563
C 1.648 -3.427 1.990
P 0.699 -2.000 2.655
C -0.196 -2.923 3.976
C 0.136 -2.906 5.325
C -0.604 -3.639 6.236
C -1.681 -4.397 5.811
C -2.027 -4.412 4.470
C -1.290 -3.679 3.561
C 2.036 -1.250 3.669
C 1.667 -0.078 4.324
C 2.570 0.596 5.123
C 3.861 0.114 5.262
C 4.229 -1.061 4.629
C 3.324 -1.749 3.839
H 3.778 -3.926 -0.603
H 3.927 -6.149 0.470
H 2.576 -6.642 2.480
H 1.146 -4.898 3.457
H 0.976 -2.320 5.669
H -0.331 -3.624 7.283
H -2.261 -4.965 6.526
H -2.870 -4.999 4.133
H -1.554 -3.689 2.512
H 0.668 0.304 4.182
H 2.262 1.490 5.645
H 4.579 0.669 5.850
H 5.230 -1.447 4.761
H 3.629 -2.664 3.352
F 4.424 5.320 -5.327
C 4.100 4.122 -4.768
C 2.901 3.951 -4.075
F 2.069 5.009 -3.944
C 2.563 2.723 -3.548
F 1.393 2.618 -2.879
C 3.380 1.568 -3.699
S 2.925 0.043 -3.160
C 4.607 1.804 -4.374
F 5.484 0.783 -4.543
C 4.959 3.033 -4.886
F 6.150 3.193 -5.523
F -2.532 3.551 3.253
C -2.399 2.640 4.213
F -3.381 2.903 5.102
F -1.252 2.905 4.845
C -2.420 1.169 3.677
O -1.395 0.895 2.930
C -2.457 0.231 4.940
F -2.652 -1.041 4.575
F -3.404 0.492 5.862
F -1.298 0.271 5.601
C -3.786 0.953 2.943
F -4.081 1.915 2.069
F -4.838 0.883 3.786
F -3.789 -0.197 2.262
O 2.172 2.999 2.604
B 1.803 1.970 1.720
O 2.942 1.175 1.518
C 3.948 1.701 2.239
C 5.247 1.268 2.390
C 6.073 2.024 3.210
C 5.611 3.160 3.857
C 4.294 3.580 3.733
C 3.471 2.837 2.911
H 5.594 0.380 1.889
H 7.099 1.715 3.348
H 6.291 3.738 4.469
H 3.933 4.452 4.255
F 0.580 5.031 -0.034
C -0.651 5.359 0.407
F -0.578 5.317 1.759
F -0.821 6.662 0.106
C -1.816 4.423 -0.164
O -2.780 5.008 -0.613
O -1.567 3.219 -0.047
*
```

Density functional theory data (ωB97M-V with the def2-TZVPD basis set) for a structure of composition C24H28AsCl2N4O2PbSi2.

Calculated values
Kohn-Sham gap, Eh: 0.24016
Lowest unoccupied orbital energy, eV: 2.44
HOMO level, Ha: -0.1505

```
! RIJCOSX wB97M-V def2-TZVPD def2/J DEFGRID3
* xyz -1 1
Pb 0.112 -0.459 0.373
Cl -1.293 3.391 -5.473
C -1.155 2.919 -3.813
C -0.902 1.598 -3.498
C -0.824 1.173 -2.173
N -0.647 -0.150 -1.819
C -1.033 -1.147 -2.619
O -1.521 -1.086 -3.750
C -0.941 -2.503 -1.978
C -1.771 -3.504 -2.481
C -1.807 -4.731 -1.853
C -0.964 -4.945 -0.768
C -0.140 -3.912 -0.368
N -0.145 -2.710 -0.930
C -0.934 2.136 -1.132
C -1.163 3.467 -1.482
C -1.300 3.851 -2.802
Cl -1.632 5.510 -3.167
N -0.822 1.696 0.176
C -1.194 2.449 1.213
O -1.584 3.621 1.219
C -1.152 1.757 2.551
C -1.576 2.501 3.656
C -1.518 1.940 4.912
C -1.082 0.626 5.035
C -0.720 -0.048 3.883
N -0.733 0.501 2.679
H -0.779 0.884 -4.295
H -2.377 -3.272 -3.342
H -2.475 -5.509 -2.194
H -0.946 -5.895 -0.255
H 0.559 -4.048 0.449
H -1.252 4.217 -0.712
H -1.919 3.510 3.484
H -1.808 2.510 5.783
H -1.018 0.145 6.000
H -0.390 -1.079 3.924
C 5.923 -0.650 0.438
Si 4.069 -0.933 0.881
C 4.030 -0.951 2.808
C 3.722 -2.739 0.333
As 2.644 0.505 -0.338
Si 2.901 2.408 1.026
C 2.149 3.901 0.109
C 2.204 2.387 2.814
C 4.768 2.810 1.273
H 6.587 -1.330 0.962
H 6.227 0.362 0.680
H 6.078 -0.786 -0.628
H 4.575 -1.790 3.233
H 3.006 -1.006 3.169
H 4.469 -0.041 3.207
H 4.447 -3.454 0.710
H 3.729 -2.797 -0.752
H 2.738 -3.054 0.665
H 1.080 3.765 -0.009
H 2.577 3.982 -0.886
H 2.302 4.847 0.619
H 1.142 2.176 2.785
H 2.333 3.333 3.332
H 2.680 1.614 3.409
H 5.297 2.784 0.325
H 5.234 2.081 1.928
H 4.920 3.790 1.713
*
```

Density functional theory data (ωB97M-V with the def2-TZVPD basis set) for a cluster of 11 separate species, C35H90N12O11 in total.

Calculated values
SMILES: CC1(C)CCCC(C)(C)N1O.CC1(C)CCCC(C)(C)N1O.NC(N)=O.NC(N)=O.NC(N)=O.NC(N)=O.NC(N)=O.CC(C)O.CC(C)O.CC(C)O.CC(C)O
Kohn-Sham gap, Eh: 0.31064
Lowest unoccupied orbital energy, eV: 0.48
HOMO level, Ha: -0.2931

```
! RIJCOSX wB97M-V def2-TZVPD def2/J DEFGRID3
* xyz 0 1
C -4.015 1.825 2.032
O -2.960 1.331 2.401
N -4.393 3.105 2.417
N -5.020 1.165 1.344
H -5.088 3.717 2.060
H -3.733 3.586 2.953
H -5.842 1.743 1.174
H -4.955 0.229 0.906
C 0.164 -5.039 -1.935
O -0.185 -4.217 -1.066
N -0.838 -5.726 -2.591
N 1.499 -5.301 -2.216
H -0.544 -6.392 -3.280
H -1.802 -5.671 -2.271
H 1.684 -5.735 -3.123
H 2.243 -4.633 -1.844
C -3.919 -4.610 -0.389
O -3.889 -5.442 -1.297
N -5.094 -4.277 0.308
N -2.861 -3.845 0.045
H -5.946 -4.778 0.125
H -5.110 -3.525 1.022
H -1.939 -4.016 -0.304
H -2.875 -3.604 1.051
C -3.133 4.285 -2.973
O -3.324 5.423 -2.664
N -4.291 3.500 -3.546
N -1.978 3.563 -2.815
H -5.063 4.049 -3.842
H -4.432 2.490 -3.537
H -1.297 3.997 -2.205
H -1.938 2.595 -3.008
C 2.957 -2.910 -0.023
O 3.458 -3.527 -1.006
N 3.724 -2.673 1.144
N 1.627 -2.387 0.040
H 4.569 -3.164 1.122
H 3.303 -2.486 2.048
H 0.967 -2.962 -0.497
H 1.374 -1.996 0.964
C 2.176 2.244 3.018
C 3.322 1.194 2.948
C 4.510 1.439 3.825
C 4.166 1.400 5.303
C 3.617 0.093 5.737
C 2.466 -0.393 4.912
N 2.763 -0.130 3.438
O 1.766 -0.688 2.658
C 2.336 -1.930 5.079
C 1.110 0.221 5.318
C 3.758 0.910 1.532
H 1.317 1.920 2.478
H 2.665 3.188 2.663
H 1.880 2.354 4.088
H 5.181 0.526 3.597
H 4.989 2.352 3.541
H 3.602 2.293 5.545
H 5.088 1.517 5.853
H 3.260 0.172 6.773
H 4.449 -0.620 5.688
H 2.181 -2.140 6.164
H 1.553 -2.250 4.421
H 3.333 -2.344 4.816
H 1.099 1.288 5.271
H 0.325 -0.105 4.515
H 0.796 -0.055 6.355
H 3.121 0.103 1.041
H 4.740 0.485 1.519
H 3.806 1.803 0.889
H 0.960 -0.143 2.555
C 3.435 -2.794 -5.647
C 3.777 -1.481 -5.000
C 4.015 -0.413 -6.047
C 4.232 0.935 -5.401
C 2.882 1.322 -4.744
C 2.484 0.285 -3.632
N 2.570 -1.064 -4.229
O 2.153 -2.074 -3.364
C 3.508 0.458 -2.432
C 1.049 0.354 -3.067
C 5.059 -1.729 -4.161
H 3.140 -3.468 -4.879
H 4.229 -3.188 -6.357
H 2.582 -2.719 -6.323
H 4.899 -0.599 -6.645
H 3.165 -0.325 -6.661
H 4.535 1.617 -6.118
H 4.972 0.978 -4.574
H 2.113 1.472 -5.496
H 3.105 2.316 -4.246
H 4.509 0.643 -2.687
H 3.186 1.289 -1.754
H 3.562 -0.426 -1.827
H 1.003 -0.321 -2.187
H 0.950 1.382 -2.585
H 0.240 0.155 -3.832
H 5.689 -2.416 -4.728
H 4.722 -2.328 -3.309
H 5.596 -0.901 -3.677
H 2.821 -2.062 -2.591
C -1.314 0.382 -0.753
C -0.246 0.914 0.213
C -0.315 2.507 0.107
O -0.389 0.416 1.513
H -1.250 -0.663 -0.743
H -1.035 0.848 -1.642
H -2.334 0.633 -0.401
H 0.765 0.515 -0.130
H -1.412 2.647 0.308
H -0.129 2.734 -0.943
H 0.446 3.086 0.678
H -1.225 0.625 1.983
C -5.270 -0.015 -2.465
C -4.751 -1.381 -2.011
C -3.596 -1.837 -2.865
O -4.249 -1.247 -0.620
H -4.424 0.649 -2.284
H -6.142 0.298 -1.892
H -5.386 -0.012 -3.539
H -5.505 -2.148 -2.071
H -3.112 -2.765 -2.601
H -2.881 -1.087 -2.738
H -3.922 -1.849 -3.841
H -3.705 -2.077 -0.376
C -3.955 -1.854 5.266
C -3.364 -1.859 3.890
C -1.927 -2.184 3.862
O -4.120 -2.754 3.102
H -3.632 -2.664 5.892
H -5.041 -1.977 5.158
H -3.748 -0.873 5.667
H -3.489 -0.931 3.360
H -1.575 -2.043 2.836
H -1.589 -3.222 4.135
H -1.348 -1.491 4.528
H -3.906 -3.686 3.339
C -2.741 6.134 0.722
C -1.489 6.665 0.157
C -0.371 6.565 1.133
O -1.144 5.896 -1.020
H -2.665 5.029 0.843
H -3.610 6.477 0.047
H -2.934 6.747 1.627
H -1.557 7.719 0.049
H -0.671 7.145 1.983
H 0.619 7.060 0.780
H -0.173 5.499 1.391
H -1.819 6.144 -1.695
*
```

Density functional theory data (ωB97M-V with the def2-TZVPD basis set) for a cluster of 2 separate species, C5H11NO3S in total.

Calculated values
Energy above the lowest of the compared OMol25 structures with the same formula, charge and spin, kJ/mol: 474.58
Kohn-Sham gap, Eh: 0.35282
Lowest unoccupied orbital energy, eV: 0.32
HOMO level, Ha: -0.3411

```
! RIJCOSX wB97M-V def2-TZVPD def2/J DEFGRID3
* xyz 0 1
C -2.007 2.002 -0.366
C -1.718 0.882 -0.973
C 1.899 0.284 -0.647
C 1.279 -0.750 1.397
C 0.185 -1.372 -0.730
N 1.085 -0.727 -0.020
O -1.586 -3.411 -0.730
O 0.243 -3.491 0.822
O -1.533 -1.757 1.279
S -0.663 -2.524 0.374
H -2.290 2.053 0.713
H -2.023 3.016 -0.974
H -1.937 -0.164 -0.571
H 2.911 0.209 -0.359
H 1.907 0.203 -1.827
H 1.537 1.239 -0.412
H 0.541 0.015 1.847
H 1.395 -1.910 1.758
H 2.266 -0.302 1.561
H -1.200 0.955 -1.922
H -1.449 -4.274 -0.448
*
```

Density functional theory data (ωB97M-V with the def2-TZVPD basis set) for the molecule C5H9NO.

Calculated values
Energy above the lowest of the compared OMol25 structures with the same formula, charge and spin, kJ/mol: 213.79
SMILES: CC(C)/C=N/C=O
Kohn-Sham gap, Eh: 0.37964
Lowest unoccupied orbital energy, eV: 0.47
HOMO level, Ha: -0.3623

```
! RIJCOSX wB97M-V def2-TZVPD def2/J DEFGRID3
* xyz 0 1
C -2.763 0.176 0.495
C -0.797 -0.389 -0.452
C 1.041 1.311 -0.143
C 1.446 -1.018 0.306
C 0.702 -0.108 -0.657
N -1.453 0.467 0.224
O -3.456 -0.287 -0.374
H -3.121 0.486 1.531
H -1.012 -1.429 -0.716
H 1.168 2.061 -0.995
H 1.974 1.249 0.319
H 0.420 1.648 0.585
H 2.466 -1.073 0.077
H 1.130 -2.056 0.223
H 1.264 -0.583 1.290
H 0.992 -0.456 -1.712
*
```

Let's list total energy in order: -452.58682, -5057.04775, -5229.08542, -2872.33358, -875.59427, -325.85613 Ha.